Entry 1:
{
  "formula": "C4H9FN2O2",
  "method": "the ωB97M-V functional and the def2-TZVPD basis",
  "e_lumo_ev": 0.724,
  "de_lowest_kcal_mol": 41.7,
  "smiles": "CC/C(C)=N\\F.O=NO",
  "gap_ev": 10.6,
  "homo_ev": -9.9,
  "mol_weight_g_mol": 136.13,
  "elements": ["C", "C", "C", "C", "N", "N", "O", "O", "F", "H", "H", "H", "H", "H", "H", "H", "H", "H"],
  "xyz": [[1.7717, -0.2161, 1.8224], [-1.0303, 0.7189, 0.6387], [1.5413, 0.6137, 0.5004], [0.1769, 0.1392, -0.0409], [0.1077, -0.6765, -0.9739], [-2.6621, -0.3592, -2.1945], [-1.8321, -1.1485, -2.9089], [-3.7870, -0.3654, -2.6444], [1.3727, -1.0948, -1.6022], [2.8687, -0.2042, 2.0088], [1.3183, 0.2651, 2.7661], [1.2943, -1.2186, 1.8908], [-1.3120, 1.6841, 0.2966], [-1.8376, 0.1036, 0.3675], [-0.8622, 0.6588, 1.8333], [1.4753, 1.6962, 0.6982], [2.3756, 0.4659, -0.1662], [-0.9793, -1.0623, -2.2918]],
  "forces_ev_per_angstrom": [[-0.0951, 1.2518, 1.6670], [0.9661, -1.6226, 2.5377], [-1.2302, -0.5669, 1.1006], [3.1636, 2.2975, 1.1328], [-0.6511, -1.7452, -2.3244], [-2.4611, -0.2429, -1.1559], [1.6802, 0.4428, 1.6231], [2.1656, 0.1309, 0.8719], [-1.0829, 0.8843, 1.3754], [-0.8005, -0.5751, -0.0162], [0.6228, -0.1880, -1.5340], [0.7952, 0.4364, -0.7715], [0.3594, 1.0777, -0.1263], [-1.3248, -0.8617, 0.0061], [-0.4224, 0.3760, -2.9171], [-0.0263, -0.4466, 0.1626], [-0.1096, -0.2946, -0.3720], [-1.5487, -0.3539, -1.2597]]
}

Entry 2:
{
  "formula": "C13H32FN2O3S",
  "method": "the ωB97M-V functional and the def2-TZVPD basis",
  "e_lumo_ev": -3.719,
  "gap_ev": 8.0,
  "charge": 1,
  "homo_ev": -11.8,
  "mol_weight_g_mol": 315.47,
  "elements": ["C", "C", "C", "C", "C", "N", "C", "C", "C", "C", "C", "C", "C", "O", "C", "S", "O", "O", "F", "H", "H", "H", "H", "H", "H", "H", "H", "H", "H", "H", "H", "H", "H", "H", "H", "H", "H", "H", "H", "H", "H", "H", "H", "H", "H", "H", "H", "N", "H", "H", "H", "H"],
  "xyz": [[3.3120, -0.3157, 2.5847], [2.1221, -1.2196, 2.1042], [2.2313, -1.7359, 0.6307], [2.8452, -0.6813, -0.3841], [2.0651, -0.7984, -1.7325], [1.1518, 0.3603, -2.0225], [0.4085, 0.8462, -0.8166], [1.0339, 2.2077, -0.3630], [1.0662, 2.3292, 1.1957], [-0.3020, 2.9003, 1.7498], [-1.1856, 1.8154, 2.4435], [-2.0124, 0.9514, 1.4225], [-3.4049, 0.5223, 1.9648], [-4.0028, -0.4766, 1.1354], [-3.5174, -1.7494, 1.5370], [-0.0611, -0.2852, -3.0630], [-0.8985, 0.7754, -3.6634], [0.5520, -1.0397, -4.1985], [-0.9613, -1.3779, -2.2259], [3.6933, -0.7367, 3.5372], [4.1648, -0.2726, 1.8897], [2.9090, 0.6797, 2.8489], [2.1327, -2.1230, 2.7515], [1.1261, -0.7623, 2.2814], [1.1866, -1.8999, 0.2805], [2.7283, -2.7178, 0.5687], [3.8909, -1.0061, -0.5531], [2.8887, 0.3368, 0.0343], [1.5324, -1.7663, -1.8321], [2.8194, -0.8129, -2.5472], [0.2958, 0.1045, -0.0095], [-0.6224, 1.0869, -1.1569], [0.3926, 3.0367, -0.7269], [2.0211, 2.3907, -0.8350], [1.8406, 3.0389, 1.5473], [1.3010, 1.3520, 1.6574], [-0.0547, 3.6436, 2.5344], [-0.8955, 3.3785, 0.9479], [-0.5760, 1.1259, 3.0626], [-1.9139, 2.2918, 3.1283], [-1.4198, 0.0311, 1.2328], [-2.1175, 1.4605, 0.4452], [-3.2982, 0.1453, 3.0048], [-4.0666, 1.4063, 1.9424], [-3.8335, -1.9370, 2.5825], [-3.9044, -2.5519, 0.8817], [-2.4068, -1.8245, 1.5030], [-2.0532, -2.0266, -5.8614], [-1.7980, -2.9547, -6.2028], [-2.3676, -1.4496, -6.6437], [-2.8058, -2.1100, -5.1752], [-1.2313, -1.5860, -5.4176]],
  "forces_ev_per_angstrom": [[-0.7888, -0.3954, 0.8440], [0.7216, -0.9868, 0.0675], [-0.9730, 1.2726, 0.0973], [-0.3847, -1.5962, 0.2345], [1.9918, -0.0095, -0.6018], [-2.5102, -2.4710, -0.2604], [-0.4985, 1.7797, -0.2065], [-0.0489, 0.1182, 0.6767], [-0.6090, 0.7165, -0.2045], [0.3326, -0.9642, 1.0069], [-0.7212, -0.0691, -0.6512], [0.5257, -0.4528, 0.4779], [0.5090, 0.5244, -0.4996], [0.5592, -0.2071, 0.4162], [0.1178, -0.4640, 0.1663], [0.7871, 1.7173, -5.0257], [0.6749, -2.0703, 2.8098], [-1.0555, 0.1725, 2.9537], [0.9283, 1.3835, -0.6477], [-0.0760, 0.2954, -0.5446], [-0.4854, 0.1711, 0.1743], [0.6378, -0.2758, -0.3906], [-0.1950, 0.4931, -0.3597], [0.6616, 0.0371, -0.1861], [0.5797, -0.1991, 0.3082], [0.0576, 0.5454, -0.0073], [-0.5160, 0.4681, -0.1578], [-0.2348, -0.4133, -0.2844], [0.2841, 0.5137, 0.4751], [-0.6151, 0.1531, 0.3047], [0.4815, 0.1876, -0.4496], [0.5614, -0.2424, 0.2960], [0.3846, -0.5085, -0.0081], [-0.4488, -0.4682, 0.3431], [-0.1718, -0.4416, -0.5359], [-0.1974, 0.4725, -0.2277], [-0.2202, -0.1832, -0.6073], [0.3784, -0.0525, 0.4235], [-0.1971, 0.4943, -0.2361], [0.4064, -0.0159, -0.2601], [-0.4223, 0.3744, -0.0561], [-0.1539, -0.1004, 0.5270], [-0.1619, 0.2674, -0.4328], [0.1547, -0.4622, 0.1762], [0.1220, -0.1431, -0.4379], [-0.0575, 0.6288, 0.2615], [-0.5173, 0.1791, -0.0055], [0.0894, 0.0761, 0.0320], [0.0262, 0.0084, 0.0137], [0.0075, 0.0254, 0.0223], [0.0243, 0.0373, 0.0146], [0.2551, 0.0794, 0.1620]]
}

Entry 3:
{
  "formula": "C20H56N5O6Ti",
  "method": "the ωB97M-V functional and the def2-TZVPD basis",
  "e_lumo_ev": [-7.181, -6.842],
  "gap_ev": [5.6, 6.0],
  "charge": 2,
  "homo_ev": [-12.8, -12.8],
  "mol_weight_g_mol": 510.56,
  "spin_multiplicity": 2,
  "elements": ["Ti", "O", "H", "C", "C", "C", "O", "C", "N", "H", "H", "H", "H", "H", "H", "H", "H", "H", "H", "H", "C", "C", "C", "O", "C", "N", "H", "H", "H", "H", "H", "H", "H", "H", "H", "H", "H", "C", "C", "C", "O", "C", "N", "H", "H", "H", "H", "H", "H", "H", "H", "H", "H", "H", "C", "C", "C", "O", "C", "N", "H", "H", "H", "H", "H", "H", "H", "H", "H", "H", "H", "C", "C", "C", "O", "C", "N", "H", "H", "H", "H", "H", "H", "H", "H", "H", "H", "H"],
  "xyz": [[-1.0141, -0.9173, 2.8917], [-1.0024, -0.0396, 1.0945], [-1.3786, 0.6842, 0.6202], [-4.0078, -1.7465, 0.8901], [-3.6708, -2.2350, 2.2717], [-2.6295, -3.3162, 2.3370], [-1.2648, -2.8620, 2.3785], [-0.4245, -3.7957, 1.6121], [-3.2948, -1.1655, 3.2642], [-4.7317, -0.9573, 1.0742], [-4.4273, -2.4677, 0.2209], [-3.1370, -1.2934, 0.4301], [-4.5796, -2.8005, 2.5139], [-2.7825, -3.8763, 1.4075], [-2.8731, -4.0036, 3.1505], [-0.6336, -3.7877, 0.5517], [-0.6033, -4.7994, 1.9767], [0.5975, -3.5435, 1.8529], [-3.8339, -0.3050, 3.3760], [-3.2857, -1.6093, 4.1740], [2.7832, 1.3893, 3.4413], [1.4493, 0.8436, 3.7211], [0.3356, 1.6954, 3.2951], [-0.9130, 1.1235, 3.8294], [-1.9920, 2.0796, 3.5590], [1.1162, -0.5445, 3.1788], [2.9184, 2.4062, 3.7982], [2.8481, 1.4141, 2.3534], [3.5803, 0.8195, 3.9155], [1.4226, 0.6628, 4.7888], [0.2528, 1.7299, 2.2017], [0.5140, 2.6886, 3.6945], [-1.8378, 2.9990, 4.1164], [-2.9125, 1.5973, 3.7824], [-2.0546, 2.3922, 2.4997], [1.7242, -1.2549, 3.5637], [1.3341, -0.5075, 2.1527], [3.2501, -4.7805, -2.8787], [2.5579, -3.7503, -2.0791], [1.1069, -3.7067, -2.5182], [0.4851, -2.6343, -1.8748], [-0.8016, -2.3144, -2.2255], [2.6342, -3.9304, -0.5943], [4.3105, -4.6503, -2.8189], [3.0804, -4.7892, -3.9459], [2.9260, -5.7747, -2.5396], [2.9187, -2.7418, -2.2299], [0.5990, -4.6505, -2.3106], [1.0261, -3.5914, -3.6154], [-1.0842, -1.3970, -1.6940], [-1.4746, -3.1226, -1.9226], [-0.8878, -2.0209, -3.2566], [3.0161, -3.0920, -0.1594], [3.3011, -4.6892, -0.4358], [3.9099, -0.1995, -0.4328], [2.4669, 0.2767, -0.4156], [2.0400, 0.4706, -1.8154], [2.7254, 1.5796, -2.2719], [1.8880, 2.6877, -2.4511], [1.5182, -0.6302, 0.3143], [3.8819, -1.1807, -0.8818], [4.2861, -0.2892, 0.5958], [4.5276, 0.5175, -0.9674], [2.4109, 1.1988, 0.1753], [0.9469, 0.6305, -1.8424], [2.2025, -0.3857, -2.4602], [1.3990, 2.9736, -1.5065], [1.1997, 2.6014, -3.2834], [2.5263, 3.5472, -2.6543], [0.5762, -0.3501, 0.0913], [1.5860, -1.5893, 0.0261], [-0.9091, 4.6646, -3.8812], [-2.0840, 5.1221, -2.9664], [-1.9997, 4.3051, -1.7178], [-2.1125, 2.9482, -2.0103], [-1.7794, 2.1366, -0.9510], [-2.1054, 6.4808, -2.4089], [0.0072, 5.0127, -3.3938], [-1.0122, 5.0658, -4.8956], [-0.8531, 3.5783, -3.9166], [-3.0330, 4.9386, -3.4805], [-2.7880, 4.6788, -1.0553], [-1.0186, 4.5471, -1.2798], [-0.7724, 2.3886, -0.5597], [-1.7737, 1.1096, -1.2804], [-2.4726, 2.1526, -0.0966], [-2.7527, 7.0646, -2.9146], [-1.1881, 6.8868, -2.2926]],
  "forces_ev_per_angstrom": [[-0.1129, 3.5632, -3.3875], [-0.1446, -2.6370, 3.7921], [-0.6469, 0.7785, -0.2921], [0.8575, 1.9272, 0.5366], [-0.8968, -0.4756, 0.0305], [-0.9007, -0.8808, -0.6387], [-0.2403, -0.3215, -0.4057], [0.6066, -0.2478, 0.7449], [1.4031, -0.5492, -0.0406], [-0.2984, 0.1667, -0.5257], [-0.2518, -0.6635, -0.0301], [0.1451, 0.1366, -0.3289], [-0.0334, 0.4127, 0.8783], [0.2633, -0.1021, 0.1913], [0.6712, 0.0701, 0.2568], [-0.0737, 0.5946, -0.2225], [-0.1589, -0.1386, 0.2610], [0.2503, 0.1646, -0.3141], [-0.3015, -0.5292, -0.6162], [-0.3870, -0.0515, 0.4253], [0.9294, 0.1824, -1.2997], [-0.8338, -2.3579, 1.9347], [-0.5389, 0.4769, 0.0688], [-0.0437, 0.4608, -1.1885], [0.5677, 0.1967, -0.7414], [-0.1442, 0.4190, -0.2269], [-0.3247, 0.1507, 0.1178], [0.8326, 0.0488, -0.1127], [-0.0064, -0.2365, -0.3441], [-0.5045, 0.4015, 0.5108], [-0.0116, 0.1184, 0.1628], [-0.4691, 0.2466, 0.0847], [-0.0214, -0.2030, 0.4277], [-0.6743, -0.1957, 0.5878], [0.4413, -0.4752, 0.2330], [0.2750, -0.0481, 0.1732], [0.3040, -0.3540, -0.5922], [0.5668, -1.1557, -0.0767], [-1.5532, 1.2445, 0.6831], [-0.3416, -0.1972, -0.7852], [1.1723, 0.6127, 1.0964], [-0.7381, 0.4418, 0.4300], [0.3109, -0.7131, -0.4859], [0.7955, -0.3449, 0.4259], [-0.5649, 0.4633, -0.2706], [0.4013, 0.0955, 0.0673], [0.3988, 0.2512, -0.6677], [-0.0883, -0.2415, 0.3503], [0.2290, 0.1751, 0.2365], [0.0556, -0.1951, 0.3019], [-0.3820, 0.0102, -0.4193], [-0.2193, -0.4119, -0.8351], [0.1396, -0.3905, -0.1898], [-0.2125, 0.3193, 0.3132], [-0.5746, 0.0398, 1.3658], [-0.1513, -1.0758, 1.5894], [-1.4832, 0.4024, -0.2726], [0.2794, 0.6536, -1.0681], [0.7454, 1.2594, 0.4078], [1.1605, 0.4189, 0.3548], [0.5549, -0.3218, -0.3800], [0.0874, -0.0636, -0.2388], [0.0093, -0.2434, -0.1874], [-0.0219, 0.3287, -0.5783], [0.1021, 0.1114, -0.0978], [0.3568, -0.3851, -0.0013], [-0.3920, -0.3172, -0.1572], [-0.3454, -0.3174, -0.0158], [0.1455, -0.0701, -0.2318], [-0.0807, -0.0150, -0.1291], [0.1403, -0.5026, -0.5281], [-0.5563, 1.0099, 0.2993], [0.4180, -0.2413, -0.2362], [-0.3281, 0.5319, 0.3180], [-0.2385, -0.8071, 0.0597], [0.5882, -0.1390, 0.4822], [-0.1220, -0.3211, -0.7111], [0.1483, 0.1146, -0.3365], [0.2711, -0.0370, 0.2482], [-0.2349, 0.0231, -0.1086], [0.0542, 0.0336, 0.1484], [0.0500, -0.3958, 0.2477], [-0.0100, -0.2352, 0.2754], [-0.1280, -0.0766, -0.0575], [0.1096, -0.4556, -0.4488], [-0.3559, 0.4805, 0.0356], [0.3950, 0.3823, -0.0293], [-0.0907, 0.2180, -0.3025]]
}

Entry 4:
{
  "formula": "C3H6N2O",
  "method": "the ωB97M-V functional and the def2-TZVPD basis",
  "e_lumo_ev": 0.816,
  "de_lowest_kcal_mol": 62.7,
  "gap_ev": 9.7,
  "homo_ev": -8.9,
  "mol_weight_g_mol": 86.09,
  "elements": ["C", "N", "C", "N", "C", "O", "H", "H", "H", "H", "H", "H"],
  "xyz": [[-1.4979, 0.5259, 0.6757], [-0.3595, 0.0275, -0.0442], [0.4457, 0.6020, -0.8846], [1.5830, -0.0705, -0.7592], [0.8809, -1.1003, 0.3057], [1.2835, -1.1908, 1.4469], [-2.3497, -0.1518, 0.5636], [-1.7867, 1.5228, 0.3234], [-1.2416, 0.5876, 1.7395], [0.2404, 1.4488, -1.5414], [2.2378, -0.2368, -1.5140], [0.5641, -1.9643, -0.3114]],
  "forces_ev_per_angstrom": [[-0.1340, 0.0172, 0.0483], [0.1183, 0.1798, -0.0903], [-0.1051, -0.0456, 0.0874], [0.0888, 0.0587, -0.1010], [-0.0405, -0.2583, 0.1071], [-0.0464, 0.0765, -0.2611], [0.1145, 0.1045, 0.0208], [0.0483, -0.1436, 0.0429], [-0.0458, 0.0066, -0.1314], [0.0268, -0.1180, 0.0869], [-0.0817, 0.0255, 0.0902], [0.0568, 0.0968, 0.1000]]
}